{
  "formula": "C30H39F7O30",
  "method": "the ωB97M-V functional and the def2-TZVPD basis",
  "elements": ["O", "C", "O", "C", "C", "F", "O", "H", "H", "H", "O", "C", "O", "C", "C", "F", "O", "H", "H", "H", "O", "C", "O", "C", "C", "F", "O", "H", "H", "H", "O", "C", "O", "C", "C", "F", "O", "H", "H", "H", "O", "C", "O", "C", "C", "F", "O", "H", "H", "H", "O", "C", "O", "C", "C", "F", "O", "H", "H", "H", "O", "C", "O", "C", "C", "F", "O", "H", "H", "H", "C", "O", "C", "O", "O", "C", "H", "H", "H", "H", "H", "H", "C", "O", "C", "O", "O", "C", "H", "H", "H", "H", "H", "H", "C", "O", "C", "O", "O", "C", "H", "H", "H", "H", "H", "H"],
  "xyz": [[4.579, 5.429, 0.819], [5.658, 5.850, 1.027], [5.957, 6.859, 1.826], [7.252, 7.338, 1.585], [7.879, 6.243, 0.847], [8.689, 5.523, 1.663], [6.796, 5.391, 0.448], [7.283, 8.170, 0.882], [7.808, 7.516, 2.506], [8.389, 6.691, -0.006], [3.474, -3.846, -8.913], [4.411, -3.184, -8.455], [5.456, -2.783, -9.240], [6.195, -1.856, -8.527], [5.670, -1.935, -7.111], [5.498, -0.713, -6.637], [4.502, -2.676, -7.237], [7.252, -2.113, -8.599], [6.067, -0.869, -8.971], [6.422, -2.451, -6.514], [6.629, -3.122, 4.370], [7.315, -2.377, 3.762], [8.388, -2.613, 3.087], [9.017, -1.434, 2.594], [7.846, -0.450, 2.545], [7.450, -0.561, 1.300], [6.895, -1.134, 3.410], [9.845, -1.216, 3.269], [9.472, -1.903, 1.721], [8.007, 0.609, 2.745], [-5.790, 3.269, -4.201], [-5.797, 3.806, -3.130], [-6.862, 4.159, -2.468], [-6.549, 4.698, -1.291], [-5.100, 5.065, -1.330], [-4.575, 4.513, -0.243], [-4.688, 4.224, -2.443], [-7.131, 5.619, -1.322], [-6.861, 4.169, -0.390], [-4.810, 6.115, -1.380], [-1.858, -0.449, -0.562], [-0.885, -0.393, -1.337], [-0.548, 0.547, -2.298], [0.805, 0.516, -2.706], [1.101, -0.947, -2.362], [2.221, -0.909, -1.621], [0.052, -1.274, -1.472], [0.740, 0.530, -3.794], [1.537, 1.149, -2.205], [1.156, -1.560, -3.262], [-2.654, -8.645, 2.339], [-1.768, -7.854, 2.734], [-1.921, -6.775, 3.498], [-0.725, -5.971, 3.380], [0.343, -6.967, 2.863], [1.056, -7.469, 3.883], [-0.548, -8.021, 2.356], [-0.697, -5.247, 2.566], [-0.464, -5.436, 4.293], [1.107, -6.568, 2.196], [-11.534, -2.446, 0.854], [-10.290, -2.537, 0.969], [-9.353, -1.914, 0.249], [-8.098, -2.387, 0.596], [-8.396, -3.162, 1.870], [-8.280, -2.463, 2.988], [-9.791, -3.407, 1.803], [-7.672, -2.923, -0.252], [-7.409, -1.562, 0.773], [-7.869, -4.114, 1.931], [1.429, -2.331, 8.579], [1.404, -2.139, 7.133], [1.261, -0.941, 6.484], [1.018, 0.159, 6.976], [1.453, -1.140, 5.182], [1.661, -0.007, 4.430], [2.096, -1.649, 9.107], [1.926, -3.274, 8.806], [0.484, -2.243, 9.115], [1.936, -0.119, 3.381], [2.572, 0.497, 4.753], [0.823, 0.690, 4.429], [-1.666, -0.664, -8.187], [-0.966, -1.039, -9.359], [-0.191, -0.076, -9.978], [0.157, 0.976, -9.481], [0.308, -0.550, -11.087], [1.296, 0.251, -11.687], [-1.482, -1.309, -7.327], [-2.716, -0.681, -8.478], [-1.571, 0.344, -7.784], [2.063, 0.596, -10.994], [0.755, 1.104, -12.096], [1.784, -0.285, -12.501], [-4.360, 2.159, 5.282], [-5.145, 2.364, 6.348], [-6.075, 3.409, 6.426], [-6.290, 4.261, 5.509], [-6.628, 3.346, 7.626], [-7.833, 4.065, 8.004], [-3.608, 1.407, 5.523], [-3.898, 3.003, 4.769], [-4.990, 1.707, 4.516], [-7.772, 5.098, 7.660], [-7.805, 4.018, 9.093], [-8.728, 3.633, 7.557]],
  "energy_ha": -4122.704578,
  "e_above_lowest_kj_mol": 117.5,
  "orbital_gap_ev": 10.6,
  "largest_force_ev_per_a": 6.457,
  "charge": 0,
  "lumo_energy_ha": 0.00017
}



{
  "formula": "C30H39FNO8S2",
  "method": "the ωB97M-V functional and the def2-TZVPD basis",
  "elements": ["C", "C", "O", "C", "C", "N", "C", "C", "C", "C", "O", "O", "C", "C", "C", "C", "C", "C", "S", "C", "S", "C", "C", "C", "C", "C", "O", "C", "C", "C", "C", "C", "C", "O", "C", "H", "H", "H", "H", "H", "H", "H", "H", "H", "H", "H", "H", "H", "H", "H", "H", "H", "H", "H", "H", "H", "H", "H", "H", "H", "H", "H", "H", "H", "H", "H", "H", "H", "H", "H", "H", "C", "C", "O", "C", "O", "O", "F", "H", "H", "H"],
  "xyz": [[2.244, -0.835, 7.063], [2.199, -0.903, 5.554], [0.888, -0.598, 5.124], [0.802, -0.323, 3.738], [-0.636, -0.566, 3.324], [-0.871, -0.671, 1.886], [-0.192, -1.740, 1.227], [-0.723, -3.016, 1.302], [-0.076, -4.094, 0.708], [-0.722, -5.476, 0.811], [-1.788, -5.560, 0.170], [-0.163, -6.281, 1.602], [1.111, -3.884, -0.018], [1.814, -5.063, -0.633], [1.597, -2.587, -0.186], [2.759, -2.314, -1.106], [2.373, -1.617, -2.432], [0.904, -1.660, -2.818], [0.332, -3.303, -3.320], [0.959, -1.528, 0.482], [1.623, 0.114, 0.405], [0.131, 1.063, 0.449], [0.060, 2.313, -0.176], [1.195, 3.001, -0.901], [1.898, 2.267, -2.049], [3.388, 2.062, -1.825], [1.666, 3.047, -3.237], [-1.140, 3.013, -0.073], [-2.235, 2.486, 0.595], [-2.162, 1.244, 1.218], [-3.372, 0.696, 1.928], [-3.791, -0.746, 1.573], [-5.183, -0.783, 0.969], [-3.727, -1.618, 2.701], [-0.946, 0.554, 1.176], [2.237, 0.197, 7.407], [1.408, -1.376, 7.499], [3.168, -1.295, 7.415], [2.907, -0.183, 5.129], [2.470, -1.903, 5.202], [1.476, -0.975, 3.173], [1.101, 0.715, 3.551], [-1.269, 0.236, 3.703], [-0.977, -1.492, 3.786], [-1.651, -3.169, 1.840], [1.732, -5.061, -1.723], [1.388, -5.984, -0.248], [2.877, -5.066, -0.384], [3.254, -3.252, -1.335], [3.501, -1.687, -0.607], [2.645, -0.564, -2.360], [2.957, -2.041, -3.251], [0.745, -1.013, -3.682], [0.282, -1.268, -2.017], [-0.403, -3.609, -2.244], [0.765, 3.898, -1.339], [1.934, 3.350, -0.173], [1.429, 1.295, -2.194], [3.792, 1.273, -2.456], [3.592, 1.795, -0.791], [3.914, 3.000, -2.021], [2.502, 3.130, -3.703], [-1.223, 3.979, -0.553], [-3.167, 3.037, 0.622], [-4.205, 1.369, 1.721], [-3.196, 0.724, 3.005], [-3.089, -1.180, 0.864], [-5.938, -0.499, 1.705], [-5.251, -0.109, 0.113], [-5.412, -1.788, 0.618], [-4.283, -1.250, 3.395], [-0.313, 4.846, -5.121], [-1.778, 4.726, -4.758], [-2.410, 5.470, -5.786], [-1.596, 5.476, -6.878], [-1.920, 5.832, -7.960], [-0.373, 5.007, -6.545], [-2.068, 5.288, -3.560], [0.117, 5.743, -4.672], [0.278, 3.977, -4.848], [-2.166, 3.707, -4.767]],
  "energy_ha": -2719.569048,
  "orbital_gap_ev": 6.6,
  "largest_force_ev_per_a": 1.076,
  "charge": -1,
  "lumo_energy_ha": 0.07035
}



{
  "formula": "C30H39FeN5PSSe2",
  "method": "the ωB97M-V functional and the def2-TZVPD basis",
  "elements": ["Fe", "C", "C", "N", "C", "C", "S", "C", "C", "N", "H", "H", "H", "H", "H", "H", "H", "H", "H", "H", "H", "H", "H", "H", "Se", "P", "Se", "C", "C", "C", "C", "C", "C", "C", "C", "C", "C", "C", "C", "H", "H", "H", "H", "H", "H", "H", "H", "H", "H", "N", "C", "N", "C", "C", "C", "C", "C", "C", "H", "H", "H", "H", "H", "H", "C", "C", "C", "C", "C", "N", "H", "H", "H", "H", "H", "H", "H", "H", "H"],
  "xyz": [[-0.990, 0.190, 1.025], [-3.730, 1.037, 2.312], [-2.718, 2.156, 2.468], [-1.381, 1.581, 2.609], [-1.011, 1.122, 3.963], [-1.430, -0.307, 4.306], [-1.360, -1.474, 2.895], [-3.117, -1.897, 2.661], [-3.743, -1.250, 1.432], [-3.281, 0.129, 1.243], [-3.823, 0.475, 3.238], [-4.721, 1.454, 2.104], [-2.724, 2.775, 1.570], [-2.975, 2.799, 3.317], [-0.699, 2.294, 2.364], [0.075, 1.178, 4.023], [-1.404, 1.809, 4.721], [-0.736, -0.682, 5.059], [-2.424, -0.371, 4.744], [-3.191, -2.980, 2.573], [-3.637, -1.631, 3.579], [-3.459, -1.811, 0.542], [-4.836, -1.316, 1.526], [-3.635, 0.477, 0.358], [1.393, 0.352, 1.929], [2.553, 0.268, 0.053], [1.316, 0.281, -1.661], [3.626, -1.201, 0.122], [4.229, -1.569, 1.321], [5.141, -2.608, 1.349], [5.456, -3.287, 0.181], [4.844, -2.934, -1.012], [3.932, -1.892, -1.044], [3.713, 1.679, 0.063], [4.231, 2.168, 1.257], [5.178, 3.177, 1.244], [5.614, 3.705, 0.039], [5.099, 3.223, -1.155], [4.151, 2.212, -1.146], [3.971, -1.052, 2.238], [5.605, -2.892, 2.284], [6.180, -4.090, 0.201], [5.078, -3.470, -1.922], [3.447, -1.610, -1.971], [3.885, 1.766, 2.201], [5.575, 3.552, 2.177], [6.356, 4.491, 0.031], [5.435, 3.633, -2.097], [3.741, 1.836, -2.074], [-0.661, 3.571, -1.278], [-0.435, 2.740, -0.248], [-1.239, 1.699, -0.246], [-2.010, 1.824, -1.392], [-2.960, 0.980, -1.966], [-3.565, 1.390, -3.137], [-3.234, 2.606, -3.750], [-2.272, 3.437, -3.220], [-1.663, 3.017, -2.043], [-0.140, 4.409, -1.472], [0.348, 2.909, 0.475], [-3.189, 0.011, -1.542], [-4.301, 0.751, -3.604], [-3.733, 2.888, -4.666], [-1.993, 4.361, -3.706], [0.256, -3.178, -2.725], [-1.190, -3.087, -2.221], [-2.115, -2.545, -3.318], [-1.676, -4.450, -1.711], [-1.219, -2.144, -1.105], [-1.228, -1.418, -0.218], [0.269, -3.825, -3.602], [0.910, -3.603, -1.964], [0.646, -2.200, -2.996], [-2.080, -3.223, -4.170], [-1.795, -1.557, -3.651], [-3.147, -2.483, -2.973], [-1.601, -5.171, -2.524], [-2.716, -4.407, -1.387], [-1.065, -4.802, -0.882]],
  "energy_ha": -8246.385161,
  "e_above_lowest_kj_mol": 140.5,
  "orbital_gap_ev": [7.7, 7.6],
  "largest_force_ev_per_a": 3.289,
  "charge": 1,
  "lumo_energy_ha": [-0.07242, -0.07200]
}